(1)
51
Properties=species:S:1:pos:R:3:forces:R:3:nbo_charge:R:1 method="wB97M-V/def2-TZVPD" molar_mass_g_mol=792.4
C 1.604 2.899 0.432 0.50 -0.99 0.45 -0.631
C 0.285 1.946 0.822 1.37 1.21 -1.18 -0.472
C -0.212 1.282 -0.583 0.26 0.81 -0.25 0.182
F 0.893 1.254 -1.616 -2.19 0.06 2.40 -0.402
C -0.801 -0.253 -0.488 -2.51 0.88 0.08 0.230
C -1.139 -0.785 1.013 -0.04 -0.91 1.37 -0.710
O -0.006 -1.087 -1.352 1.19 -1.10 2.10 -0.584
C 1.066 -1.864 -0.818 0.66 -0.81 -2.69 0.036
I 2.543 -0.915 0.471 -0.66 -0.01 0.04 0.217
I 0.483 -3.864 -0.004 -0.12 0.86 0.00 0.123
C 1.960 -2.311 -2.172 0.05 1.89 -0.68 -0.582
C 3.469 -2.827 -1.802 1.53 -6.59 3.13 0.534
O 3.778 -3.998 -1.201 -2.42 8.15 -4.26 -0.516
Cl 4.955 -1.758 -2.271 -2.18 -1.16 0.40 -0.067
C -2.290 -0.219 -1.266 -0.19 -0.34 -1.84 0.306
N -1.981 0.278 -2.696 -1.43 -1.31 0.39 -0.855
N -2.832 -1.646 -1.498 -0.47 1.15 1.13 -0.870
C -3.386 0.769 -0.578 -0.32 0.99 -0.13 -0.483
C -4.659 0.044 0.148 0.49 1.14 1.16 0.016
O -5.193 1.038 1.137 1.63 -1.19 -0.57 -0.704
C -5.914 -0.336 -0.831 -2.09 -0.78 0.33 0.977
F -5.759 0.061 -2.248 -0.60 -1.49 4.57 -0.338
F -7.203 0.254 -0.315 4.37 -2.04 -2.19 -0.328
F -6.096 -1.823 -0.736 0.41 4.59 -0.88 -0.353
H 1.442 3.527 -0.541 0.17 -1.03 2.10 0.229
H 2.521 2.167 0.214 -2.09 1.63 0.42 0.228
H 1.906 3.528 1.379 -0.72 -0.98 -2.05 0.213
H -0.571 2.668 1.193 1.63 -1.70 -0.53 0.218
H 0.676 1.211 1.639 -1.14 1.26 -1.57 0.230
H -0.988 2.064 -1.043 1.64 -2.13 0.82 0.216
H -1.934 -0.123 1.609 1.79 -1.05 -1.69 0.226
H -1.619 -1.879 1.010 1.17 2.42 -0.32 0.246
H -0.218 -0.865 1.748 -1.74 0.21 -1.74 0.254
H 1.346 -3.033 -2.872 1.49 1.08 1.72 0.277
H 2.079 -1.295 -2.778 -0.11 -2.11 1.33 0.269
H -1.775 -0.615 -3.238 -0.07 1.52 0.94 0.383
H -2.874 0.630 -3.136 1.17 -0.47 0.79 0.357
H -3.066 -2.111 -0.596 0.27 0.40 -0.90 0.359
H -3.735 -1.607 -2.044 1.36 0.18 0.76 0.373
H -3.844 1.519 -1.386 1.10 -1.70 1.69 0.253
H -2.897 1.485 0.242 -1.02 -1.68 -1.71 0.231
H -4.347 -0.892 0.782 -0.75 1.49 -1.71 0.222
H -4.440 1.201 1.780 -1.32 -0.35 -1.18 0.473
Br 3.946 1.408 3.073 0.04 -0.09 0.01 -0.016
C 5.680 0.783 3.711 -0.02 0.18 0.19 -0.446
C 6.729 0.878 2.628 0.22 -0.18 -0.08 -0.455
Br 6.536 -0.565 1.330 -0.07 0.15 0.00 -0.001
H 5.535 -0.234 4.086 0.09 0.23 -0.19 0.237
H 5.929 1.442 4.548 0.00 -0.10 -0.18 0.230
H 7.730 0.751 3.048 -0.22 0.03 0.00 0.232
H 6.691 1.818 2.069 -0.08 -0.23 0.20 0.235

=====

(2)
44
Properties=species:S:1:pos:R:3:forces:R:3:nbo_charge:R:1 method="wB97M-V/def2-TZVPD" charge=-1 molar_mass_g_mol=502.1
C 1.966 -2.392 1.645 0.06 0.34 0.36 -0.337
C 1.034 -1.718 1.289 0.07 -0.03 0.05 0.031
C -0.085 -0.909 0.867 0.13 -0.25 -0.43 -0.940
Nb 0.529 0.982 -0.251 1.63 -0.01 1.29 1.636
Br 2.548 -0.254 -1.336 -0.52 0.03 0.11 -0.345
C -1.344 2.060 0.375 -0.30 -0.78 -0.42 -0.852
C -2.667 1.364 0.679 -0.10 1.13 0.39 -0.199
C -3.850 2.360 0.720 0.01 -0.11 -0.06 -0.631
Br -3.162 -0.042 -0.592 -0.18 -0.16 -0.04 -0.057
N 1.098 2.750 -1.391 -0.47 -0.58 0.40 -0.819
C 1.039 2.548 -2.579 0.19 0.13 -0.20 0.821
O 1.041 2.393 -3.742 -0.06 0.10 -0.22 -0.573
N 1.481 1.763 1.419 -0.02 0.18 -1.58 -0.925
C 2.871 1.470 1.766 -0.11 0.15 0.59 -0.217
C 3.859 2.387 1.064 0.15 0.37 0.15 -0.409
C 5.276 2.280 1.634 -0.30 -0.12 -0.31 -0.604
H 2.849 -2.775 2.087 0.09 -0.30 -0.16 0.220
H -0.721 -1.524 0.231 -0.17 0.09 -0.07 0.246
H -0.637 -0.645 1.770 -0.24 0.24 -0.07 0.244
H -0.416 0.523 -1.738 -0.22 0.40 0.01 -0.315
H -1.538 2.836 -0.364 0.15 0.01 -0.24 0.228
H -1.075 2.574 1.302 0.11 0.06 0.11 0.224
H -2.614 0.915 1.664 0.12 -0.59 -0.12 0.204
H -4.559 2.171 -0.078 -0.11 0.02 -0.09 0.220
H -3.491 3.379 0.601 0.10 0.11 0.06 0.209
H -4.389 2.298 1.664 -0.06 -0.05 0.09 0.203
H 1.370 2.776 1.434 -0.19 0.03 0.40 0.372
H 3.011 1.645 2.842 -0.03 -0.10 0.13 0.161
H 3.093 0.417 1.609 -0.04 -0.12 -0.23 0.213
H 3.508 3.410 1.233 -0.10 0.10 -0.05 0.179
H 3.851 2.242 -0.013 -0.08 -0.13 -0.11 0.226
H 5.806 3.223 1.530 0.13 0.08 0.00 0.199
H 5.225 2.025 2.691 0.16 -0.02 0.15 0.193
H 5.844 1.517 1.107 0.10 -0.16 0.10 0.205
N -2.709 -3.371 -1.646 -0.01 -0.01 0.03 -0.503
C -3.597 -3.845 -2.567 -0.01 0.01 0.02 -0.079
C -3.229 -5.126 -2.888 0.01 -0.02 0.01 -0.323
C -2.068 -5.432 -2.126 -0.02 -0.01 -0.01 -0.310
C -1.774 -4.326 -1.371 0.00 0.01 0.02 -0.070
H -2.736 -2.453 -1.231 0.08 -0.05 -0.01 0.426
H -4.412 -3.234 -2.915 0.00 0.00 -0.02 0.205
H -3.732 -5.769 -3.591 0.00 0.00 -0.01 0.209
H -1.511 -6.354 -2.135 0.01 0.00 0.00 0.210
H -0.981 -4.138 -0.668 0.03 0.01 -0.01 0.221

=====

(3)
44
Properties=species:S:1:pos:R:3:forces:R:3:nbo_charge:R:1 method="wB97M-V/def2-TZVPD" multiplicity=4 s_squared=3.806 charge=+3 molar_mass_g_mol=633.8 de_lowest_kcal_mol=0.0
C 7.048 -3.235 1.180 0.01 0.04 0.02 -0.741
C 6.275 -2.149 0.493 3.34 1.96 -2.05 0.522
H 8.115 -3.109 0.970 -0.24 0.13 -0.07 0.290
H 6.725 -4.211 0.816 -0.13 0.02 0.03 0.277
H 6.887 -3.185 2.257 -0.13 -0.03 0.01 0.274
O 6.707 -1.286 -0.231 -1.83 -2.19 1.94 -0.395
I 4.145 -2.170 0.894 -1.05 0.17 0.20 0.168
Re 0.290 0.128 -0.005 -0.01 -1.92 2.82 0.259
P 0.130 -1.313 -1.820 -0.39 -3.22 -3.07 1.197
C -0.046 -0.568 -3.483 -0.09 0.87 0.40 -0.939
C 1.681 -2.252 -1.971 0.29 0.32 0.63 -0.953
H -1.099 -3.115 -0.774 -0.02 0.02 -0.19 0.285
H -1.013 -3.306 -2.553 0.03 0.24 0.13 0.300
H -2.177 -2.161 -1.824 0.26 -0.19 -0.08 0.252
C -1.175 -2.592 -1.733 -0.03 0.11 0.44 -0.932
H 1.907 -2.746 -1.018 -0.06 -0.04 -0.30 0.279
H 1.582 -2.995 -2.771 -0.12 0.15 0.05 0.305
H -0.103 -1.362 -4.240 0.01 -0.01 0.30 0.307
H 0.822 0.071 -3.692 -0.17 -0.18 -0.05 0.273
H 2.499 -1.561 -2.203 -0.06 -0.16 -0.05 0.273
H -0.951 0.050 -3.523 0.14 -0.16 -0.15 0.262
C 0.465 1.557 -1.307 -0.47 5.75 -4.57 0.532
O 0.443 2.477 -2.035 0.39 -4.08 3.06 -0.295
Cl 0.466 -1.795 1.372 0.03 1.05 -0.77 -0.237
C -3.273 0.302 -0.764 0.60 -1.08 -0.31 -0.998
P -1.827 0.692 0.260 -2.01 1.55 -0.53 1.356
C 0.897 1.464 1.460 0.75 1.46 2.55 -0.714
C -2.559 1.951 1.304 0.54 -0.24 0.43 -0.488
C -2.696 1.725 2.689 0.30 0.37 -0.02 -0.167
C -3.459 2.616 3.441 -0.08 -0.11 0.03 -0.179
C -4.120 3.685 2.817 0.37 -0.19 -0.09 -0.077
C -3.941 3.932 1.445 0.13 -0.11 -0.02 -0.190
C -3.153 3.078 0.685 -0.30 -0.26 -0.19 -0.124
H -3.055 -0.525 -1.450 -0.24 0.43 0.04 0.259
H -3.557 1.203 -1.323 0.05 0.00 0.10 0.319
H -4.108 0.012 -0.103 0.31 0.22 -0.08 0.322
H 0.662 2.514 1.227 -0.22 -0.36 -0.07 0.275
H 0.526 1.155 2.451 0.13 0.15 -0.32 0.282
H 1.999 1.315 1.421 -0.10 -0.38 -0.27 0.286
H -2.223 0.854 3.132 -0.09 0.17 0.21 0.237
H -3.540 2.474 4.522 -0.11 -0.03 -0.42 0.272
H -4.763 4.342 3.401 0.19 -0.12 -0.10 0.270
H -4.418 4.795 0.972 0.18 -0.31 0.16 0.273
H -3.017 3.241 -0.383 -0.10 0.18 0.23 0.222

=====

(4)
53
Properties=species:S:1:pos:R:3:forces:R:3:nbo_charge:R:1 method="wB97M-V/def2-TZVPD" charge=-1 molar_mass_g_mol=493.8
C -1.198 3.633 2.028 -0.46 -2.00 -1.61 -0.680
C -0.150 2.433 1.530 1.82 -1.42 -0.81 0.033
C -0.502 0.809 1.673 3.64 0.99 -1.91 -0.197
C 0.570 -0.345 1.109 0.89 4.54 -0.53 -0.233
C 1.970 0.157 0.420 -1.71 2.27 1.09 -0.095
C 3.115 -0.865 -0.231 -0.84 0.45 0.35 -0.458
C 3.167 -0.554 -1.873 0.79 0.48 1.35 0.076
C 4.596 0.241 -2.193 -0.47 -2.36 1.69 -0.293
N 4.443 0.827 -3.580 0.13 2.21 0.21 -0.543
C 3.569 0.027 -4.521 -0.73 -1.44 -2.76 -0.292
C 3.349 -1.543 -4.104 -1.08 -0.47 -0.95 -0.101
O 3.207 -1.795 -2.662 0.43 1.95 -0.82 -0.529
C 2.341 1.779 0.317 -4.13 -0.69 1.76 -0.310
C 1.278 2.936 0.878 -0.28 -4.85 -0.35 -0.215
H -1.128 4.536 1.251 -0.27 -2.37 1.85 0.262
H -0.908 3.984 3.106 -0.61 -0.90 -1.98 0.289
H -2.316 3.237 1.998 2.39 0.66 0.13 0.273
H -1.519 0.436 2.140 2.22 0.97 -0.99 0.286
H 0.281 -1.477 1.203 0.70 2.40 -0.06 0.253
H 2.859 -2.012 -0.029 0.50 2.63 -0.58 0.263
H 4.156 -0.609 0.292 -2.18 -0.66 -1.30 0.221
H 2.217 0.124 -2.082 1.96 -1.36 0.12 0.229
H 5.430 -0.610 -2.255 -1.83 1.97 0.21 0.243
H 4.851 1.020 -1.352 -0.52 -1.30 -2.11 0.271
H 3.959 1.765 -3.452 0.75 -1.29 -0.18 0.452
H 5.388 1.058 -3.993 -1.33 -0.48 0.44 0.440
H 2.530 0.552 -4.725 2.32 -0.92 0.93 0.261
H 4.121 0.013 -5.579 -1.24 0.08 2.36 0.242
H 4.166 -2.240 -4.624 -1.50 1.61 1.62 0.213
H 2.317 -1.876 -4.600 2.21 0.87 0.91 0.228
H 3.341 2.154 -0.170 -1.98 -0.89 1.09 0.174
H 1.577 4.070 0.752 -0.94 -2.55 0.54 0.266
C -5.181 3.489 1.119 0.74 -0.28 -0.10 0.768
O -4.098 4.052 1.159 -0.12 0.25 -0.11 -0.674
N -6.333 4.104 1.443 -1.20 1.25 0.43 -0.848
N -5.318 2.203 0.749 0.26 -0.91 -0.69 -0.827
H -7.234 3.657 1.416 0.23 0.05 0.04 0.383
H -6.274 5.073 1.727 -0.03 -0.42 -0.08 0.404
H -4.475 1.704 0.497 -0.33 0.02 0.32 0.420
H -6.201 1.722 0.710 0.26 0.03 0.16 0.386
C -3.786 -1.006 3.801 -0.70 0.59 -1.87 0.927
O -3.782 -2.260 3.848 -0.50 -0.72 -1.20 -0.701
O -3.343 -0.491 4.939 0.61 0.35 1.68 -0.708
O -4.125 -0.212 2.895 0.18 -0.83 0.05 -0.708
H -3.209 -1.384 5.316 0.49 0.56 1.09 0.486
O -0.792 -3.285 2.410 0.20 -2.60 -3.35 -0.930
V -0.965 -4.418 1.079 -0.96 -0.52 -0.04 1.771
O -1.139 -5.551 -0.253 0.73 3.19 3.34 -0.890
Cl 0.247 5.651 2.693 1.45 1.81 0.55 -0.638
N -1.267 -8.728 -0.555 -0.08 0.16 -0.25 0.710
O -2.008 -9.026 0.397 0.11 0.07 -0.02 -0.456
O -0.056 -8.529 -0.361 -0.08 -0.08 0.04 -0.452
O -1.737 -8.630 -1.701 0.14 -0.08 0.26 -0.451

=====

no.,calculated total energy (Ha)
1,-7485.290591
2,-5991.744747
3,-2215.386149
4,-2922.026229